# 1
Here is the molecule C21H27N3O5 in a non-equilibrium geometry from OMol25. Energies are from wB97M-V/def2-TZVPD.

```
56
C21H27N3O5, DFT wB97M-V/def2-TZVPD
C 2.69771 -2.37478 5.22848
O 3.01313 -1.51601 4.15970
C 1.90248 -1.21787 3.34500
C 1.34154 -2.40327 2.55535
O 0.14538 -2.63771 2.55907
N 2.22509 -3.17932 1.89505
C 3.62201 -2.87957 1.66832
C 3.96276 -3.02533 0.17556
C 2.73505 -2.68181 -0.67195
O 2.36017 -1.36673 -0.29672
C 1.42774 -0.68643 -1.01542
C 0.84129 -1.12015 -2.19998
C -0.08964 -0.32057 -2.83916
C -0.47287 0.90233 -2.30641
C -1.42687 1.74950 -3.08124
O -1.20536 2.02948 -4.24646
N -2.54468 2.19395 -2.44645
C -3.42756 3.08106 -3.17419
C -2.96914 1.77515 -1.12129
C -4.31019 1.03922 -1.16583
C -3.01245 2.96458 -0.20493
C -4.13510 3.70423 0.25547
C -3.57919 4.68176 1.02357
O -2.25246 4.55108 1.02781
N -1.91128 3.49055 0.26880
C 0.13393 1.34784 -1.13277
C 1.06997 0.56099 -0.49860
C 1.61338 -3.70348 -0.39928
C 1.71590 -4.22926 1.03879
H 3.61800 -2.51623 5.79171
H 2.33218 -3.34425 4.87160
H 1.93419 -1.93125 5.87829
H 2.23128 -0.44722 2.64144
H 1.07365 -0.81610 3.94507
H 3.83374 -1.86562 1.99752
H 4.24119 -3.56502 2.26052
H 4.27064 -4.04361 -0.06353
H 4.78245 -2.35240 -0.07323
H 3.01021 -2.69590 -1.73642
H 1.10379 -2.06904 -2.64090
H -0.53208 -0.65215 -3.76667
H -2.86806 3.48651 -4.01546
H -3.75735 3.89485 -2.52792
H -4.29844 2.54854 -3.56330
H -2.20966 1.08773 -0.73782
H -4.23375 0.18893 -1.83904
H -5.11171 1.68554 -1.51158
H -4.55819 0.67440 -0.17241
H -5.17119 3.53518 0.05594
H -3.99563 5.49064 1.58981
H -0.13075 2.30916 -0.71795
H 1.54611 0.89602 0.40922
H 1.67794 -4.53038 -1.10700
H 0.65042 -3.20865 -0.53017
H 0.73357 -4.52504 1.40945
H 2.39635 -5.08290 1.09948
```

Output
Energy relative to the best compared isomer or geometry (same formula, charge and spin)   4.670 eV
HOMO   -8.45 eV

***

# 2
Here is a structure of composition C28H55HgO2Si4Te in a non-equilibrium geometry from OMol25. Energies are from wB97M-V/def2-TZVPD.

```
91
C28H55HgO2Si4Te, DFT wB97M-V/def2-TZVPD
O 1.21446 0.39656 -6.78180
C 1.02860 1.67009 -7.56909
C 0.81341 0.89615 -8.86679
H 1.94065 2.28325 -7.49976
H 0.14539 2.28357 -7.30055
C 0.91830 -0.35781 -7.98920
H 1.62902 0.92729 -9.59464
H -0.17942 0.94926 -9.32402
C 2.05259 -1.20337 -8.51500
H 2.99811 -0.65564 -8.49403
H 1.80675 -1.43823 -9.55240
H 2.15251 -2.13911 -7.96248
C -0.38002 -1.13927 -7.91783
H -1.22817 -0.53479 -7.54552
H -0.28603 -2.03534 -7.28652
H -0.62746 -1.47819 -8.93880
Hg 2.03993 -0.09003 -1.78656
C -2.46537 -0.82289 0.57765
C -2.55089 0.60540 0.63554
C -2.61392 1.09434 -0.69234
H -2.54475 1.19110 1.54797
C -2.65332 -0.01466 -1.57236
C -2.52412 -1.19985 -0.79388
H -2.47313 -2.22531 -1.17838
H -2.35393 -1.49139 1.42277
H -2.64042 2.13543 -0.99230
H -2.82107 0.00798 -2.64341
C 1.54361 -2.55669 0.48932
C 0.32281 -2.82279 -0.19161
C 0.54866 -2.76677 -1.57834
H -0.59085 -3.14398 0.27420
C 1.94771 -2.39235 -1.80058
C 2.53372 -2.24247 -0.47177
H 3.61278 -2.11092 -0.26789
H 1.72028 -2.80595 1.53073
H -0.13179 -3.03217 -2.39094
H 2.48632 -2.50132 -2.72467
O -0.04387 0.97294 -3.19875
C -0.71930 0.18272 -4.18621
C -1.70338 1.16953 -4.81567
H -1.15144 -0.73428 -3.75379
H 0.00577 -0.14242 -4.95562
C -0.70623 2.32501 -4.96074
H -2.51714 1.51526 -4.18001
H -2.13393 0.75676 -5.72594
C -0.03950 2.37044 -3.60728
H -1.11897 3.23923 -5.36668
H 0.09705 1.98992 -5.62603
H -0.52229 2.99337 -2.84505
H 0.99961 2.73228 -3.68295
C 3.72026 0.47571 3.75792
Si 2.17565 1.30374 4.48090
C 2.18193 0.94878 6.37014
C 2.36592 3.18843 4.39534
Si -0.02269 0.29511 4.32890
Te 0.90295 0.87115 2.17615
Si -0.00058 -2.04862 4.61888
C -0.56228 -2.07414 6.40951
C -1.24279 -2.80640 3.43724
C 1.69547 -2.83118 4.39443
Si -2.00634 1.42431 5.09647
C -1.80982 1.30751 6.97324
C -1.89868 3.19194 4.46368
C -3.50728 0.49920 4.43090
H 4.56195 1.18574 3.76009
H 3.60868 0.12833 2.72145
H 4.02171 -0.40354 4.34775
H 3.17231 1.25508 6.74581
H 1.43687 1.54473 6.92580
H 2.03735 -0.10424 6.62698
H 2.29387 3.58221 3.37723
H 1.59533 3.70253 4.98979
H 3.33885 3.51813 4.78726
H -1.65958 -2.14205 6.48264
H -0.13736 -2.97751 6.87215
H -0.24264 -1.20215 7.00417
H -1.02730 -2.53415 2.39708
H -1.18994 -3.90084 3.51712
H -2.27207 -2.49802 3.67576
H 1.67436 -3.60077 3.60344
H 2.47853 -2.10299 4.14024
H 1.97775 -3.32808 5.33506
H -0.86865 1.76089 7.31703
H -2.62441 1.86217 7.46246
H -1.84201 0.27380 7.34755
H -1.51295 3.22494 3.43866
H -2.89024 3.66612 4.45471
H -1.24406 3.81368 5.09130
H -3.45234 0.31807 3.34941
H -3.63776 -0.47415 4.92745
H -4.42530 1.07660 4.61796
```

Output
Energy relative to the best compared isomer or geometry (same formula, charge and spin)   0.000 eV
Charge   -1
HOMO (spin up / spin down)   -2.73 / -2.65 eV

***

# 3
Here is a structure of composition C35H39F4N4O2PbSTe from OMol25. Energies are from wB97M-V/def2-TZVPD.

```
87
C35H39F4N4O2PbSTe, DFT wB97M-V/def2-TZVPD
Pb -0.32736 -0.18283 0.77649
C 0.15484 -0.25578 4.47387
C -0.73783 -1.38027 3.96734
N -0.29058 -1.99517 2.69026
C -1.23174 -3.08502 2.35441
C -1.02303 -3.67935 0.97033
C 1.10075 -2.49501 2.78840
C 2.00529 -2.04248 1.63802
N 1.83313 -0.63610 1.30845
C 2.85485 0.27121 1.38583
C 2.54503 1.63589 1.29088
F 1.22936 1.96094 1.11025
C 3.46467 2.65153 1.35461
F 3.02725 3.91579 1.27165
C 4.80700 2.37955 1.50699
C 5.15602 1.04570 1.57078
F 6.44122 0.70719 1.69003
C 4.22953 0.02252 1.49637
F 4.69303 -1.24249 1.50973
H -0.40329 0.34189 5.19614
H 0.48060 0.40127 3.66531
H 1.04730 -0.62228 4.97899
H -1.74509 -0.99763 3.79796
H -0.82157 -2.15985 4.73473
H -2.24434 -2.68443 2.43943
H -1.13964 -3.87806 3.10647
H -1.16801 -2.94771 0.17195
H -1.74606 -4.47894 0.81029
H -0.02490 -4.10870 0.85864
H 1.10047 -3.58900 2.82411
H 1.53668 -2.14941 3.72179
H 1.78506 -2.66120 0.75695
H 3.02741 -2.27689 1.92762
H 5.54877 3.16326 1.56194
C -1.44680 4.21692 -1.97520
C -0.63136 2.98893 -1.64775
O -1.02522 2.23554 -0.77695
C 0.61800 2.74468 -2.42598
C 1.19549 3.80462 -3.13089
C 2.35058 3.65174 -3.87172
C 2.94810 2.40232 -3.93596
C 2.39591 1.32594 -3.26107
C 1.24457 1.48550 -2.49880
O 0.66542 0.44023 -1.82539
H -2.39188 4.15956 -1.44322
H -1.62339 4.30125 -3.04787
H -0.91853 5.11732 -1.65306
H 0.72946 4.78023 -3.08907
H 2.77638 4.49366 -4.40103
H 3.85158 2.26107 -4.51592
H 2.85930 0.35065 -3.31717
C -2.17305 -4.44942 -6.39640
C -1.42176 -3.69226 -5.33040
C -1.68003 -2.35179 -5.07955
C -0.98808 -1.61814 -4.11715
C -1.34055 -0.16345 -3.91966
C -0.00012 -2.28238 -3.39169
Te 1.24584 -1.45981 -1.88343
C 0.27710 -3.63741 -3.60150
C 1.34356 -4.35754 -2.80859
C -0.44205 -4.32158 -4.57120
H -3.00887 -3.86733 -6.78289
H -2.56228 -5.39126 -6.00737
H -1.51432 -4.68935 -7.23354
H -2.45308 -1.84802 -5.65043
H -2.23287 0.08506 -4.49237
H -0.53430 0.49008 -4.26274
H -1.53058 0.07112 -2.87106
H 1.28709 -4.13231 -1.73423
H 2.34780 -4.09762 -3.15606
H 1.23299 -5.43623 -2.89847
H -0.23064 -5.37374 -4.73582
N -3.71655 4.64393 5.76286
C -4.07688 3.41444 5.36874
S -5.35063 2.60845 6.02187
C -3.21522 2.80814 4.29504
C -3.71390 1.79960 3.48036
C -2.87954 1.22102 2.54649
N -1.59752 1.56350 2.38931
C -1.12290 2.55165 3.14779
C -1.89518 3.19876 4.10007
H -4.26960 5.08984 6.47637
H -3.03221 5.19429 5.27570
H -4.74041 1.47741 3.58815
H -3.25374 0.43910 1.88807
H -0.08884 2.83484 2.99262
H -1.43115 3.97007 4.70110
```

Output
Energy relative to the best compared isomer or geometry (same formula, charge and spin)   0.000 eV
Charge   +1
HOMO   -10.14 eV

***

# 4
Here is a structure of composition C29H9F15GeLiN3SSe4 in a non-equilibrium geometry from OMol25. Energies are from wB97M-V/def2-TZVPD.

```
63
C29H9F15GeLiN3SSe4, DFT wB97M-V/def2-TZVPD
Li 17.32998 -11.25001 -1.84944
C 15.86180 -13.44785 -7.30952
C 16.16980 -14.63279 -6.67261
C 16.65150 -14.59772 -5.38279
C 16.74913 -13.39762 -4.70893
C 16.43338 -12.18794 -5.31492
C 15.96644 -12.24303 -6.61454
N 17.32585 -13.30585 -3.40115
N 17.80957 -14.34284 -2.92386
C 18.39916 -14.11182 -1.61225
C 19.04653 -15.19338 -1.05707
C 19.52708 -15.02195 0.25255
C 19.41554 -13.76604 0.88027
C 18.76158 -12.75223 0.16590
N 18.29635 -12.93736 -1.06338
H 15.56872 -13.42779 -8.37920
H 16.08237 -15.58714 -7.20333
H 16.95508 -15.49101 -4.84795
H 16.57082 -11.23787 -4.81510
H 15.68546 -11.31503 -7.10782
H 19.17256 -16.13790 -1.53880
H 20.09071 -15.82388 0.70699
H 19.77823 -13.56557 1.87444
H 18.56086 -11.77148 0.58013
Se 17.89432 -9.05086 -2.67134
Se 19.89163 -8.85014 -1.46454
Se 21.02006 -10.84318 -1.83032
Se 21.83141 -10.81069 -4.01867
F 11.32393 -9.46547 -0.48906
C 12.22660 -8.93436 -1.30268
C 13.17844 -9.73592 -1.92840
C 13.97152 -9.08571 -2.85655
F 14.88581 -9.73525 -3.59819
C 13.80940 -7.73425 -3.16123
F 14.52144 -7.09323 -4.09010
C 12.78104 -7.03353 -2.56069
F 12.51660 -5.77549 -2.89643
C 11.97409 -7.63159 -1.61053
F 10.97007 -6.92732 -1.06495
Ge 13.57329 -11.61372 -1.54425
S 15.35815 -12.09391 -0.61079
C 12.22681 -12.26405 -0.22131
C 12.33427 -11.74270 1.06125
F 13.07239 -10.69896 1.38297
C 11.61112 -12.27666 2.09936
F 11.68544 -11.75500 3.32522
C 10.81317 -13.38659 1.88662
F 10.16754 -13.92341 2.90925
C 10.70159 -13.93936 0.63230
F 9.95934 -15.04882 0.45868
C 11.41928 -13.36729 -0.38400
F 11.24193 -13.95520 -1.57361
C 13.27402 -12.59754 -3.26841
C 13.63258 -13.93218 -3.40581
F 14.12044 -14.66066 -2.39737
C 13.43988 -14.68941 -4.53368
F 13.76596 -15.97015 -4.60672
C 12.82145 -14.09537 -5.61245
F 12.60235 -14.81586 -6.70196
C 12.40442 -12.78082 -5.56657
F 11.77899 -12.23925 -6.64219
C 12.61730 -12.06091 -4.37734
F 12.21681 -10.78751 -4.42342
```

Output
Charge   -2
HOMO   -0.52 eV